# 1
DFT (ωB97M-V/def2-TZVPD) results for a cluster of 2 separate species, C4H9NO in total at a distorted geometry.

The value obtained for the LUMO energy is 0.77 eV. For the HOMO energy, the calculation gives -9.4 eV. As for the energy relative to the best compared isomer or geometry (same formula, charge and spin): 2.651 eV. The frontier orbital gap comes out at 10.1 eV. As for the structure (SMILES): C=CC.NC=O. Its spin multiplicity is 1.

```
15
Properties=species:S:1:pos:R:3:forces:R:3
C 1.4482 2.6139 -0.2433 0.2 -2.1 0.7
C 0.0928 2.7369 0.5089 2.4 -1.4 1.1
C -0.1096 2.2274 1.7468 0.4 -0.1 0.4
H 1.6185 3.1497 -1.1483 -0.7 0.7 -0.7
H 2.2467 2.9088 0.4062 0.3 0.7 0.7
H 1.8623 1.6123 -0.4869 -1.0 -0.1 0.1
H -0.5458 3.3844 0.0089 -1.3 1.5 -0.1
H -0.6963 2.6612 2.5929 -0.5 -0.4 -1.5
H 0.4426 1.3430 2.1547 0.3 1.1 -0.7
C -1.2748 -4.2693 -1.2973 -0.2 -0.5 -0.2
N -0.7854 -3.1060 -0.7506 -1.0 1.3 0.0
O -2.4053 -4.6692 -1.2657 -0.3 0.2 -0.3
H -0.4666 -4.8378 -1.8223 -0.2 0.2 0.4
H -1.3732 -2.4184 -0.2545 -0.3 -1.0 -0.7
H -0.0542 -3.3370 -0.1496 2.0 -0.1 0.7
```
Forces are in eV/Å.

---

# 2
DFT (ωB97M-V/def2-TZVPD) results for a cluster of 2 separate species, C3H9NO2P in total at a distorted geometry.

The value obtained for the LUMO energy (spin up / spin down) is 3.93 / 3.93 eV. For the HOMO energy (spin up / spin down), the calculation gives -2.6 / -2.9 eV. As for the energy relative to the best compared isomer or geometry (same formula, charge and spin): 3.623 eV. The frontier orbital gap (spin up / spin down) comes out at 6.6 / 6.9 eV. The net charge is -1. Its spin multiplicity is 1.

```
16
Properties=species:S:1:pos:R:3:forces:R:3
C 0.3621 -1.6160 -0.8041 2.4 1.1 0.9
C -0.0645 -0.7336 1.5057 -1.6 1.5 -3.0
C -0.0255 2.2423 -0.8043 2.4 -2.4 1.4
N 0.8555 -1.0382 0.4396 1.4 1.9 0.5
O 2.6283 0.7174 1.5115 -1.2 0.7 1.5
O 3.1461 -0.1583 -0.7227 -1.4 -0.2 -0.9
P 2.0742 0.1924 0.2579 0.5 -0.6 -1.1
H 0.4436 -2.6698 -0.7077 0.5 -1.2 -0.5
H -0.6108 -1.4311 -1.1355 -1.9 1.0 0.0
H 1.0643 -1.0738 -1.4392 -0.2 -1.3 -1.3
H -1.0400 -0.5540 0.9795 0.3 -0.4 1.0
H -0.0418 -1.4958 2.1727 -0.6 -2.6 2.1
H 0.1292 0.1513 2.0637 0.7 0.9 0.1
H -0.4483 2.4046 0.1106 -0.4 1.2 2.5
H 0.6374 2.7866 -1.3478 2.1 2.2 -0.6
H -0.7298 1.9198 -1.4286 -2.9 -1.9 -2.7
```
Forces are in eV/Å.

---

# 3
DFT (ωB97M-V/def2-TZVPD) results for a structure of composition C23H52O4P4Pt at a distorted geometry.

The value obtained for the LUMO energy (spin up / spin down) is -11.08 / -15.49 eV. For the HOMO energy (spin up / spin down), the calculation gives -19.2 / -20.3 eV. As for the energy relative to the best compared isomer or geometry (same formula, charge and spin): 0.000 eV. The frontier orbital gap (spin up / spin down) comes out at 8.1 / 4.8 eV. The net charge is +4. Its spin multiplicity is 5.

```
84
Properties=species:S:1:pos:R:3:forces:R:3
Pt -0.8611 0.9627 0.2301 -0.2 -1.1 -0.9
P 0.2388 2.9657 -0.3404 0.8 0.8 0.0
P -2.5712 1.4487 1.7535 -0.7 0.3 1.4
P -2.2623 0.7477 -1.6969 -1.1 0.8 -0.5
H 2.7306 -6.0971 -4.1617 0.0 0.2 -0.1
C 2.4921 -5.4858 -5.0348 -2.6 -3.2 1.2
C 3.3109 -4.5384 -5.4957 2.8 2.8 -1.7
H 4.2792 -4.3336 -5.0317 -0.2 -0.1 -0.1
C 1.8714 3.2018 0.3920 0.0 -0.2 0.1
C -0.7099 4.4116 0.1858 -0.3 -0.1 0.0
C 0.5506 3.0727 -2.1139 -0.1 -0.1 -0.2
C -3.5781 -0.0170 2.0949 0.2 -0.3 -0.2
C -2.0318 1.9628 3.4051 0.2 -0.1 0.0
C -3.7420 2.7645 1.3169 0.0 0.2 -0.4
C -1.5285 0.3042 -3.2997 0.2 -0.1 0.1
C -3.0784 2.3407 -2.0665 -0.1 0.3 -0.2
C -3.6816 -0.3654 -1.4736 0.2 -0.3 -0.1
H 1.5558 -5.7173 -5.5533 0.4 -0.1 0.1
H 3.0712 -3.9765 -6.4052 0.1 -0.2 0.2
H 2.5237 2.3700 0.1047 -0.1 0.2 0.1
H 1.8012 3.2467 1.4847 0.0 0.0 -0.3
H 2.2710 4.1478 -0.0016 -0.1 -0.2 0.1
H -0.8921 4.3711 1.2671 0.1 0.0 -0.2
H -1.6712 4.4840 -0.3327 0.2 0.1 0.1
H -0.1082 5.3016 -0.0402 -0.1 -0.1 0.0
H 1.0506 2.1475 -2.4287 0.0 0.3 0.1
H 1.2199 3.9299 -2.2686 -0.2 -0.2 -0.1
H -0.3684 3.2144 -2.6942 0.2 0.0 0.1
H -4.3696 0.2997 2.7849 0.1 -0.1 -0.1
H -2.9557 -0.7828 2.5730 -0.2 0.1 0.0
H -4.0233 -0.4278 1.1838 0.0 0.1 0.3
H -2.9374 2.2160 3.9703 0.1 0.0 -0.1
H -1.3786 2.8392 3.3558 -0.1 -0.2 0.0
H -1.5017 1.1500 3.9107 -0.1 0.2 -0.1
H -4.7511 2.4072 1.5576 0.2 0.1 0.0
H -3.7026 3.0471 0.2624 -0.1 0.0 0.3
H -3.5188 3.6475 1.9277 -0.1 -0.2 -0.1
H -2.2668 0.5364 -4.0808 0.2 -0.1 0.2
H -1.3025 -0.7692 -3.3041 0.0 0.2 -0.1
H -0.6081 0.8757 -3.4780 -0.3 -0.2 0.0
H -3.2619 2.3657 -3.1488 0.0 0.1 0.2
H -2.4791 3.2178 -1.7953 -0.2 -0.3 -0.1
H -4.0491 2.3902 -1.5599 0.2 0.0 -0.2
H -4.1110 -0.5413 -2.4700 0.0 0.0 0.3
H -4.4446 0.0877 -0.8261 0.3 -0.1 -0.3
H -3.3522 -1.3220 -1.0496 -0.2 0.1 -0.1
C 1.2430 -1.2426 -2.0425 -0.2 0.7 0.3
C 0.4576 -2.3873 -1.6493 -0.3 0.0 -0.1
C 0.2166 -3.4163 -2.5329 -0.4 0.1 0.9
C 0.7713 -3.3668 -3.8090 0.5 -0.3 -0.3
C 1.6693 -2.3519 -4.1674 0.5 -0.1 -0.1
C 1.9544 -1.3247 -3.2955 0.1 0.4 -0.1
O 1.2337 -0.1562 -1.3737 0.3 -1.1 -0.8
H -0.8810 -0.3259 -0.8430 0.0 0.3 0.5
H 0.0041 -2.3516 -0.6624 0.1 -0.2 -0.1
H -0.4148 -4.2554 -2.2354 0.2 0.2 -0.1
H 0.5867 -4.1941 -4.4946 -0.3 0.4 0.1
H 2.1995 -2.3976 -5.1182 -0.4 0.3 0.0
H 2.6359 -0.5045 -3.5303 -0.1 -0.3 -0.1
C 3.8248 -1.2983 2.3614 0.0 -0.2 0.4
C 3.0975 -0.9897 1.0879 -0.3 0.6 -0.2
O 2.1590 0.1696 1.2952 -0.6 -0.2 -0.4
P 0.6728 0.3543 1.8130 2.6 0.4 3.4
O 0.8093 1.4778 2.9720 -0.3 -0.9 -1.7
C 1.8880 1.5865 3.9956 0.4 -0.1 0.0
C 1.4329 0.9863 5.3001 -0.2 -0.1 0.0
O 0.3358 -0.9440 2.6845 -0.4 0.1 -1.1
C 0.0444 -2.2725 2.1076 0.1 0.1 0.2
C 0.0165 -3.2439 3.2624 0.1 -0.2 0.0
H 4.2957 -0.4066 2.7945 -0.1 -0.3 -0.2
H 4.6123 -2.0249 2.1390 0.0 0.1 0.0
H 3.1612 -1.7627 3.1057 0.2 0.2 -0.2
H 3.7655 -0.6233 0.3012 -0.2 0.0 0.2
H 2.5426 -1.8478 0.6938 0.0 0.3 0.1
H 2.8023 1.0968 3.6190 -0.5 0.3 0.0
H 2.0664 2.6672 4.0843 -0.1 -0.4 -0.1
H 1.2348 -0.0861 5.1895 0.0 0.2 0.0
H 2.2177 1.0956 6.0572 -0.1 0.1 -0.2
H 0.5342 1.4985 5.6600 0.2 -0.2 0.0
H -0.9260 -2.2211 1.5904 0.2 0.1 0.1
H 0.8316 -2.5386 1.3845 -0.3 0.1 0.3
H -0.7083 -2.9248 4.0191 0.1 -0.1 -0.1
H -0.2620 -4.2405 2.9002 0.0 0.2 0.1
H 1.0064 -3.3346 3.7265 -0.2 0.1 -0.1
```
Forces are in eV/Å.

---

# 4
DFT (ωB97M-V/def2-TZVPD) results for an isolated molecule of C7H6N4 at a distorted geometry.

The value obtained for the LUMO energy is 0.30 eV. For the HOMO energy, the calculation gives -9.2 eV. As for the energy relative to the best compared isomer or geometry (same formula, charge and spin): 1.341 eV. The frontier orbital gap comes out at 9.5 eV. As for the structure (SMILES): c1cncc(-c2cnn[nH]2)c1. Its spin multiplicity is 1.

```
17
Properties=species:S:1:pos:R:3:forces:R:3
C 2.0493 -0.9313 0.6422 -1.1 2.1 -0.7
C 1.3235 0.0171 -0.1016 -0.5 -1.3 1.9
C -0.1631 0.0886 -0.1339 1.4 1.2 1.0
C -0.9536 1.1684 0.3158 1.5 -0.3 -1.1
C -2.3114 0.9599 0.2772 1.8 0.8 0.7
C -2.7488 -0.2744 -0.0359 -2.2 -2.8 -0.9
C -0.7303 -1.1346 -0.4049 -0.9 -0.3 -1.1
H 1.6151 -1.6158 1.3277 0.1 -0.6 0.4
H 2.1202 1.1621 -1.5864 0.3 0.5 1.0
H -0.5293 2.1354 0.6438 -0.1 -0.8 -0.3
H -2.8761 1.7823 0.6064 -1.4 0.5 0.3
H -3.8016 -0.5197 0.1051 0.0 0.3 -0.4
H -0.0588 -1.9365 -0.6492 0.0 -0.4 -0.2
N 3.3460 -0.6782 0.5028 1.2 1.5 -2.0
N 3.4881 0.3367 -0.3998 0.6 -1.9 2.4
N 2.2715 0.7933 -0.6357 -0.9 -0.1 -2.4
N -2.0407 -1.3534 -0.4737 0.2 1.5 1.5
```
Forces are in eV/Å.

---

Among the records above, which one has the highest energy relative to the best compared isomer or geometry (same formula, charge and spin)? C3H9NO2P

---

energy relative to the best compared isomer or geometry (same formula, charge and spin) of number 3 (C23H52O4P4Pt)? 0.000 eV

---

energy relative to the best compared isomer or geometry (same formula, charge and spin) of number 2 (C3H9NO2P)? 3.623 eV

---

What is the formula in the second record? C3H9NO2P